Computed, not measured: an isolated molecule of C3H2ClNOS2 in a non-equilibrium geometry, with the ωB97M-V functional and the def2-TZVPD basis.

Summary:
Molar mass, g mol⁻¹: 167.6
Lowest unoccupied orbital energy, hartree: -0.00532
Net charge: 0
Total energy, Ha: -1501.9886
HOMO-LUMO gap, Ha: 0.3034
Energy relative to the best compared isomer or geometry (same formula, charge and spin), eV: 2.811

Geometry as XYZ:
```
10
Properties=species:S:1:pos:R:3:nbo_charge:R:1
C -0.29 -0.77 0.19 -0.259
C 0.67 0.17 0.04 -0.018
C -2.24 -0.09 0.25 0.410
N 2.04 0.19 -0.08 -0.841
O -3.16 -0.83 0.28 -0.494
S 0.04 1.87 -0.08 0.153
S -2.02 1.58 0.04 0.198
Cl -0.30 -2.45 0.15 0.055
H 2.68 -0.53 -0.16 0.402
H 2.58 0.85 -0.61 0.394
```

Computed, not measured: a 2-piece molecular cluster, C4H10N2 overall in a non-equilibrium geometry, with the ωB97M-V functional and the def2-TZVPD basis.

Summary:
Molar mass, g mol⁻¹: 86.1
SMILES string: C=CN.C=CN
Lowest unoccupied orbital energy, hartree: 0.03969
Net charge: 0
Total energy, Ha: -267.8524
HOMO-LUMO gap, Ha: 0.3462
Energy relative to the best compared isomer or geometry (same formula, charge and spin), eV: 1.983

Geometry as XYZ:
```
16
Properties=species:S:1:pos:R:3:nbo_charge:R:1
C -0.18 -2.43 -0.23 -0.510
C 1.07 -2.06 -0.50 0.013
N 1.77 -1.01 0.07 -0.852
H -0.80 -1.89 0.47 0.185
H -0.62 -3.17 -0.87 0.205
H 1.57 -2.45 -1.38 0.184
H 1.37 -0.14 0.36 0.396
H 2.78 -1.06 0.08 0.383
C -0.87 2.27 -0.97 -0.501
C -0.79 1.41 0.03 -0.014
N -0.99 1.72 1.38 -0.818
H -1.24 3.28 -0.91 0.192
H -0.81 2.00 -2.02 0.207
H -0.76 0.34 -0.11 0.194
H -1.64 2.47 1.57 0.371
H -1.30 0.93 1.93 0.368
```